*1*
Below is a single C2H2N2O2 molecule, with properties calculated with wB97M-V/def2-TZVPD.

Positions of all 8 atoms, in Å:
C1 -1.86 0.17 -0.05
C2 0.53 0.79 -0.07
N1 2.48 -0.57 0.37
N2 1.38 -0.09 0.09
O1 -0.83 1.00 0.29
O2 -1.78 -0.88 -0.53
H1 -2.84 0.83 0.24
H2 2.92 -1.25 -0.34

Values from the calculation:
* HOMO level (alpha / beta): -0.339 / -0.339 Eh
* net charge: 0
* Kohn-Sham gap (alpha / beta): 9.142 / 9.143 eV

---

*2*
Below is a molecular structure, C2H2N2O2, with properties calculated with wB97M-V/def2-TZVPD.

Positions of all 8 atoms, in Å:
C1 -0.30 0.56 -0.13
C2 0.15 -1.41 -0.41
H1 -0.61 2.12 0.84
H2 0.28 -2.42 -0.84
N1 -0.48 -0.36 -1.00
N2 0.90 -1.22 0.52
O1 -0.73 1.85 -0.05
O2 0.52 0.19 0.88

Values from the calculation:
* HOMO level: -0.399 Eh
* net charge: 0
* Kohn-Sham gap: 11.323 eV

---

Winner for stability: *2*